Molecular formula: C12H14N2O
Method: DFT, wB97M-V/def2-TZVPD

```
29
Properties=species:S:1:pos:R:3:lowdin_charge:R:1
C 2.014 0.045 1.043 -0.047
C 1.963 1.138 0.301 -0.002
C -0.018 -1.413 0.384 0.008
C 1.236 -1.226 0.854 -0.255
C -2.570 0.153 -1.955 -0.242
C -1.085 -0.413 -0.073 -0.238
C -1.277 -0.527 -1.590 -0.254
C -0.527 2.024 -0.894 -0.034
C 0.729 1.380 -0.451 -0.214
C -0.770 1.015 0.210 -0.320
C 2.008 -2.371 1.409 -0.102
C -0.923 1.464 1.563 -0.048
N -0.084 -0.035 -2.290 0.042
N 0.331 1.243 -1.825 0.017
O -2.767 1.012 -2.766 0.090
H 2.824 0.062 1.706 0.090
H 2.802 1.789 0.319 0.096
H -0.362 -2.466 0.187 0.126
H -3.301 -0.276 -1.187 0.139
H -1.985 -0.531 0.506 0.135
H -1.447 -1.689 -1.813 0.189
H -0.602 3.087 -1.132 0.142
H 2.330 -2.291 2.486 0.088
H 3.008 -2.541 0.947 0.079
H 1.474 -3.447 1.304 0.123
H -1.984 1.553 1.871 0.097
H -0.396 2.461 1.871 0.137
H -0.486 0.758 2.254 0.082
H -0.136 0.041 -3.238 0.076
```

Values from the calculation:
- Molecular weight: 202.26 Da
- Energy relative to the best compared isomer or geometry (same formula, charge and spin): 176.6 kcal per mole
- HOMO-LUMO gap: 9.07 eV
- Structure (SMILES): CC1=C[C@@H]2[C@@H](C=O)NN3[C@H]4[C@]2(C)[C@]43C=C1



Molecular formula: C5H11N3
Method: DFT, wB97M-V/def2-TZVPD

```
19
Properties=species:S:1:pos:R:3:lowdin_charge:R:1
C 0.271 1.841 0.066 -0.041
C 0.048 0.310 0.042 -0.519
C -1.433 0.031 0.053 -0.263
C 0.883 -0.394 -1.077 -0.119
C 0.735 -0.303 1.192 -0.147
H -0.270 2.331 0.896 0.083
H -0.157 2.282 -0.889 0.101
H 1.338 2.024 0.095 0.082
H -1.908 0.468 -0.852 0.127
H -1.748 0.595 0.996 0.129
H -1.415 -1.957 0.681 0.058
H -2.892 -1.429 0.062 0.083
H 0.294 -1.314 -1.328 0.119
H 1.048 0.181 -1.995 0.117
H 2.564 -1.580 -0.730 0.103
H 0.478 -0.130 2.268 0.133
N -1.860 -1.373 -0.009 -0.001
N 2.133 -0.751 -0.398 -0.069
N 1.891 -0.831 0.924 0.024
```

Values from the calculation:
- Molecular weight: 113.16 Da
- Energy relative to the best compared isomer or geometry (same formula, charge and spin): 35.3 kcal per mole
- HOMO-LUMO gap: 9.35 eV
- Structure (SMILES): C[C@]1(CN)C=NNC1



Molecular formula: C4H7O3Tl
Method: DFT, wB97M-V/def2-TZVPD

```
15
Properties=species:S:1:pos:R:3:lowdin_charge:R:1
H -0.399 2.224 1.564 0.176
O -1.658 0.163 -0.567 -0.065
C -1.262 1.242 -0.122 -0.010
C -0.189 1.345 0.940 -0.127
O 1.032 1.573 0.287 -0.043
C 1.479 0.544 -0.598 -0.134
C 1.786 -0.779 0.102 -0.167
O 0.702 -1.625 0.265 -0.276
Tl -1.069 -1.664 -0.059 1.625
H -1.734 2.168 -0.491 0.199
H -0.146 0.445 1.571 0.132
H 2.322 1.099 -1.114 0.191
H 0.897 0.306 -1.507 0.142
H 2.250 -0.554 1.083 0.178
H 2.576 -1.265 -0.502 0.180
```

Values from the calculation:
- Total charge: +2
- Molecular weight: 307.48 Da
- Energy relative to the best compared isomer or geometry (same formula, charge and spin): 178.6 kcal per mole
- HOMO-LUMO gap (alpha / beta): 5.89 / 4.97 eV



Molecular formula: C6H5N
Method: DFT, wB97M-V/def2-TZVPD

```
12
Properties=species:S:1:pos:R:3:lowdin_charge:R:1
N -0.863 1.576 3.457 0.130
C -0.527 1.241 2.379 -0.173
C 1.060 0.934 -0.921 -0.060
C 0.301 1.671 0.046 -0.037
C 1.150 -0.388 -0.463 -0.077
C -0.040 0.853 1.075 -0.250
C 0.553 -0.502 0.876 -0.170
H 1.522 1.498 -1.754 0.111
H 0.111 2.705 0.003 0.106
H 1.780 -1.184 -0.902 0.112
H 1.485 -0.733 1.445 0.157
H -0.182 -1.320 1.110 0.151
```

Values from the calculation:
- Molecular weight: 91.11 Da
- Energy relative to the best compared isomer or geometry (same formula, charge and spin): 8.8 kcal per mole
- HOMO-LUMO gap: 8.98 eV
- Structure (SMILES): N#CC1=CC=CC1



Molecular formula: C18H45OP2
Method: DFT, wB97M-V/def2-TZVPD

```
66
Properties=species:S:1:pos:R:3:lowdin_charge:R:1
C 3.474 -2.209 -0.862 -0.094
C 2.916 -1.539 0.388 -0.217
C 2.442 -0.103 0.138 -0.187
O 1.118 0.155 0.637 -0.194
C 0.126 -0.424 -0.143 -0.417
P -1.274 -0.986 0.929 0.912
P -2.245 -2.796 0.147 0.730
C -0.984 -4.061 0.647 -0.301
C -2.119 -2.604 -1.671 -0.328
H 2.696 -2.390 -1.599 0.070
H 4.285 -1.632 -1.293 0.076
H 3.893 -3.172 -0.582 0.077
H 2.057 -2.114 0.734 0.088
H 3.675 -1.539 1.160 0.113
H 3.093 0.573 0.678 0.131
H 2.491 0.173 -0.916 0.107
H 0.459 -1.306 -0.689 0.079
H -0.311 0.275 -0.863 0.111
H -0.719 -1.301 2.172 0.025
H -2.207 0.043 1.077 0.002
H -1.319 -4.487 1.583 0.035
H 0.002 -3.633 0.791 0.015
H -0.948 -4.797 -0.147 0.048
H -2.371 -3.559 -2.118 0.048
H -2.838 -1.856 -1.984 0.041
H -1.145 -2.308 -2.053 0.033
C 2.234 2.836 -3.162 -0.106
C 2.954 2.131 -4.308 -0.265
C 4.298 1.529 -3.900 -0.230
C 5.333 2.540 -3.403 -0.230
C 5.669 3.653 -4.394 -0.268
C 6.277 3.144 -5.697 -0.107
H 2.802 3.687 -2.786 0.070
H 1.262 3.210 -3.486 0.071
H 2.066 2.150 -2.326 0.050
H 3.088 2.828 -5.137 0.102
H 2.317 1.327 -4.687 0.103
H 4.707 0.972 -4.747 0.103
H 4.129 0.788 -3.108 0.091
H 6.251 1.999 -3.153 0.110
H 4.987 2.989 -2.468 0.100
H 6.375 4.336 -3.916 0.106
H 4.776 4.245 -4.613 0.099
H 7.188 2.574 -5.505 0.077
H 6.537 3.976 -6.352 0.072
H 5.586 2.502 -6.245 0.065
C -5.549 1.689 5.716 -0.104
C -4.704 1.219 4.537 -0.275
C -5.498 0.433 3.494 -0.233
C -6.132 -0.862 4.005 -0.222
C -5.149 -1.861 4.613 -0.260
C -4.096 -2.344 3.622 -0.133
H -5.966 0.851 6.275 0.068
H -4.950 2.279 6.410 0.073
H -6.377 2.314 5.375 0.079
H -3.866 0.618 4.905 0.095
H -4.261 2.092 4.049 0.102
H -4.843 0.207 2.643 0.084
H -6.291 1.072 3.096 0.112
H -6.658 -1.342 3.173 0.111
H -6.899 -0.627 4.746 0.106
H -5.710 -2.723 4.979 0.110
H -4.657 -1.426 5.486 0.102
H -4.564 -2.809 2.752 0.065
H -3.438 -3.082 4.085 0.071
H -3.471 -1.515 3.272 0.032
```

Values from the calculation:
- Total charge: +1
- Molecular weight: 339.50 Da
- Energy relative to the best compared isomer or geometry (same formula, charge and spin): 0.0 kcal per mole
- HOMO-LUMO gap: 9.64 eV



The highest molecular weight belongs to which entry?
C18H45OP2



Number 3 is which compound?
C4H7O3Tl